# C6H9N

One molecule with the formula C6H9N (ωB97M-V/def2-TZVPD, the OMol25 dataset).

Element x y z (Å)
1 C 0.8305 1.8694 0.8967
2 C 0.9266 0.3497 1.0944
3 C 1.6666 -0.4972 0.2711
4 N 0.7771 -1.2003 -0.4983
5 C -0.5178 -0.8570 -0.1570
6 C -1.6922 -1.0411 -1.0491
7 C -0.4288 -0.0469 0.9243
8 H 1.7526 2.2536 0.4811
9 H 0.4864 2.4295 1.7662
10 H 0.0607 2.0437 0.1138
11 H 2.7283 -0.7037 0.1611
12 H 1.0226 -1.8295 -1.2444
13 H -1.8039 -2.0690 -1.3969
14 H -2.5849 -0.7406 -0.4934
15 H -1.6267 -0.3801 -1.9283
16 H -1.2260 0.4771 1.4351

Forces on atoms 1 to 3 (eV/Å):
0.63 0.36 0.30
-0.41 0.28 -0.63
-0.10 0.23 -0.19

Output
**SMILES**: Cc1c[nH]c(C)c1
**HOMO energy**: -0.2805 Eh
**Largest force on an atom**: 0.80 eV/A
**Total charge**: 0
**LUMO energy**: 0.983 eV
**ΔE to the lowest compared entry with this formula, charge and spin**: 48.7 kcal/mol
**Electronic energy**: -7856.0492 eV
**Orbital gap**: 0.3166 Ha

Charges in e, computed with natural (NBO), in the same order as the atoms: number 1, C, carries -0.61; number 2, C, carries -0.17; number 3, C, carries -0.03; number 4, N, carries -0.52; number 5, C, carries 0.10; number 6, C, carries -0.64; number 7, C, carries -0.25; number 8, H, carries 0.21; number 9, H, carries 0.21; number 10, H, carries 0.20; number 11, H, carries 0.21; number 12, H, carries 0.41; number 13, H, carries 0.21; number 14, H, carries 0.23; number 15, H, carries 0.22; number 16, H, carries 0.21